ORCA calculation (the ωB97M-V functional and the def2-TZVPD basis) on a molecular structure, C34H56B2F4N12Ti at a distorted geometry.

```
109
Properties=species:S:1:pos:R:3:forces:R:3
Ti -0.486665 0.488182 0.129543 0.9 -0.4 -0.8
C 1.578121 5.747362 -0.248144 0.0 0.0 0.0
C 1.436329 4.228588 -0.138347 0.0 0.1 0.1
C 2.312287 3.574235 -1.211101 0.4 0.2 0.1
C -0.028414 3.841686 -0.021375 0.0 0.0 0.0
C -1.116321 4.722150 0.033577 0.0 0.0 0.0
C -2.167349 3.979014 0.527082 0.0 0.0 0.0
N -1.744910 2.730119 0.752910 -0.1 0.0 0.1
N -0.433574 2.622162 0.353099 -0.5 0.4 0.1
B -2.361955 1.766600 1.851516 0.0 0.0 0.1
N -1.152704 1.436610 2.778252 -0.1 -0.2 0.1
C -0.904726 1.989504 3.977993 0.0 0.0 0.0
C 0.450384 1.964441 4.201186 0.0 0.1 -0.1
C 1.000997 1.418615 3.029457 0.1 -0.1 0.0
N 0.021462 1.037441 2.211541 -0.2 0.2 0.2
C 2.447525 1.508305 2.625268 0.0 0.0 0.1
C 3.385250 0.683461 3.503376 0.0 0.0 0.0
C 2.638861 1.250528 1.140768 0.0 0.2 0.0
N -2.989184 0.467828 1.304873 0.0 0.1 0.0
C -4.207741 -0.024837 1.546849 0.0 0.0 0.0
C -4.319489 -1.251278 0.925746 0.0 0.0 0.0
C -3.090208 -1.459864 0.299155 0.0 0.0 0.0
N -2.288938 -0.419788 0.552906 -0.5 0.1 0.2
C -2.651896 -2.628079 -0.534665 0.0 0.0 0.0
C -2.622955 -3.946260 0.245797 0.0 0.0 0.0
C -3.554013 -2.765022 -1.763017 0.0 0.0 0.0
H 2.633779 6.017891 -0.267722 0.0 0.0 0.0
H 1.113892 6.264187 0.590744 0.0 0.0 0.0
H 1.126387 6.114476 -1.171931 0.0 0.0 0.0
H 1.853242 3.937982 0.833822 0.0 0.0 0.0
H 2.133259 4.023183 -2.189038 0.1 0.0 0.1
H 2.179082 2.496328 -1.303645 0.4 0.2 0.2
H 3.357644 3.752332 -0.956121 0.0 0.1 0.0
H -1.124400 5.770625 -0.201751 0.0 0.0 0.0
H -3.174587 4.267074 0.777610 0.0 0.0 0.0
H -3.199871 2.355775 2.464315 0.0 0.0 0.0
H -1.712929 2.388615 4.568314 0.0 0.0 0.0
H 0.983024 2.358108 5.049867 0.0 0.0 0.0
H 2.704191 2.559726 2.796846 0.0 0.0 0.0
H 3.251181 -0.379263 3.318390 0.0 -0.2 0.0
H 3.212370 0.869878 4.563613 0.0 0.0 0.0
H 4.424870 0.929753 3.283417 0.0 0.0 0.0
H 2.479466 0.211113 0.892235 0.0 -0.4 -0.1
H 3.643519 1.529714 0.819503 0.0 -0.1 0.0
H 1.939340 1.847061 0.550190 0.1 -0.2 0.2
H -4.916831 0.540377 2.128083 0.0 0.0 0.0
H -5.183128 -1.892437 0.901901 0.0 0.0 0.0
H -1.629203 -2.411797 -0.850899 0.0 0.0 0.1
H -3.581200 -4.134938 0.733424 0.0 0.0 0.0
H -1.842955 -3.967363 1.007593 0.0 0.0 0.0
H -2.431610 -4.771363 -0.441339 0.0 0.0 0.0
H -4.560560 -3.059237 -1.458971 0.0 0.0 0.0
H -3.170274 -3.544239 -2.424268 0.0 0.0 0.0
H -3.624427 -1.830570 -2.316879 0.0 0.0 0.0
C -1.434059 -1.960205 2.964348 0.0 0.0 0.0
N 0.013987 -1.929265 2.967170 0.1 -0.1 0.0
C 0.554083 -1.877042 4.317169 0.0 0.1 0.0
C 0.800638 -2.065016 1.871853 0.0 -0.2 -0.1
N 0.472040 -1.514603 0.694151 0.1 0.1 -0.1
C 1.166591 -1.983233 -0.457036 -0.1 -0.1 0.0
C 1.667741 -3.278265 -0.609035 -0.2 -0.1 -0.2
C 2.568753 -3.590538 -1.612836 0.0 0.0 -0.1
C 3.009566 -2.588500 -2.467666 0.0 -0.1 0.0
C 2.393015 -1.349254 -2.418950 -0.2 0.0 -0.2
C 1.361103 -1.082970 -1.519416 0.0 0.0 -0.1
N 0.482440 0.039216 -1.694531 0.2 -0.4 0.3
C 0.083913 0.198217 -3.004987 0.0 0.1 0.1
N -0.053360 -0.863329 -3.849892 0.0 0.1 0.1
C -0.666527 -2.110171 -3.443394 0.1 0.0 0.1
C 0.559028 -0.885657 -5.165663 -0.1 0.1 0.0
N -0.189453 1.389695 -3.519625 0.0 0.1 -0.1
C 0.213329 2.640766 -2.907209 -0.3 -0.4 -0.1
C -1.030196 1.571923 -4.704781 0.1 0.0 0.0
N 1.922357 -2.827567 2.091054 0.0 0.3 0.2
C 1.840256 -4.005413 2.941953 0.0 -0.1 0.0
C 3.246868 -2.657584 1.513073 0.0 0.1 0.2
H -1.800482 -2.179468 1.978015 0.0 0.0 0.0
H -1.852243 -1.012075 3.303179 0.0 0.0 0.0
H -1.763856 -2.749487 3.645873 0.0 0.0 0.0
H 0.282954 -2.769215 4.887562 0.0 0.0 0.0
H 0.130843 -1.005417 4.819565 0.0 0.0 0.0
H 1.630600 -1.776832 4.307463 0.1 0.1 0.0
H 1.383103 -4.038085 0.107455 0.0 0.0 -0.1
H 2.956723 -4.597182 -1.692545 0.0 0.0 0.0
H 3.786091 -2.781169 -3.195498 0.0 0.0 0.0
H 2.652223 -0.586663 -3.143858 0.0 0.0 0.0
H -1.184261 -1.968832 -2.503946 0.0 0.0 -0.1
H 0.068111 -2.913776 -3.345195 0.1 0.0 0.0
H -1.409692 -2.392245 -4.192289 0.0 0.0 0.0
H 1.118445 0.028388 -5.344430 0.0 0.0 0.0
H -0.184291 -1.006085 -5.956467 0.0 0.0 0.0
H 1.255264 -1.728664 -5.211529 0.0 0.0 0.0
H 0.783904 2.428502 -2.019356 -0.5 -0.1 -0.4
H -0.670134 3.216556 -2.641011 -0.1 0.0 0.0
H 0.824087 3.206067 -3.614800 -0.1 0.0 0.0
H -1.619310 0.682508 -4.890387 0.0 0.0 0.0
H -0.420279 1.814581 -5.576301 0.0 0.0 0.0
H -1.708580 2.396466 -4.497918 0.0 0.0 0.0
H 0.812817 -4.190159 3.242229 0.0 0.0 0.0
H 2.461266 -3.908503 3.836050 0.0 0.0 0.0
H 2.195829 -4.870372 2.375632 0.0 0.0 0.0
H 3.276336 -1.889619 0.753925 0.0 0.2 0.0
H 3.564657 -3.590599 1.044286 0.0 0.0 0.0
H 3.961134 -2.411201 2.302057 0.0 0.0 0.1
F -3.113974 0.184049 -3.046115 0.0 0.0 0.0
B -3.178085 1.228799 -2.131046 -0.1 0.1 -0.1
F -4.189683 1.075296 -1.219364 0.0 0.0 0.0
F -3.190806 2.466642 -2.745687 0.0 0.0 0.1
F -1.874267 1.161897 -1.392845 0.2 0.1 0.2
```
Positions in Å, forces in eV/Å.

Kohn-Sham gap (spin up / spin down): 8.00 / 8.34 eV
charge: +1
energy above the lowest of the compared OMol25 structures with the same formula, charge and spin: 0.885 eV
HOMO (spin up / spin down): -10.515 / -10.514 eV
multiplicity: 2
DFT total energy: -3285.090068 a.u.
lowest unoccupied orbital energy (spin up / spin down): -0.092 / -0.080 Eh



ORCA calculation (the ωB97M-V functional and the def2-TZVPD basis) on 2 unconnected molecules or ions with the total composition C34H56ClIN2O4P at a distorted geometry.

```
99
Properties=species:S:1:pos:R:3:forces:R:3
C -1.491163 -5.233539 -1.584926 2.8 6.6 -0.6
C -0.869342 -4.066636 -1.475902 -3.5 -5.1 -0.6
C -0.196940 -2.596534 -1.349590 0.4 -2.7 0.4
C -1.201518 -1.344721 -1.436903 1.7 -0.9 -4.3
C -2.350483 -1.714736 -2.553780 -0.2 -0.1 -0.3
C -3.652060 -2.488512 -2.080529 -1.6 -0.1 -0.7
C -4.417437 -3.051370 -3.425134 1.3 -0.6 -0.1
C -5.316319 -4.366405 -3.129377 -0.4 0.3 -0.9
C -4.608761 -5.764222 -3.586687 -1.1 -0.4 0.2
C -0.340925 -0.224345 -2.291994 -1.0 0.5 -1.1
O 0.582747 0.561819 -1.545939 -1.3 -0.1 1.2
C 0.268038 0.819009 -0.162623 1.2 1.3 0.4
I 1.840398 -0.356948 0.896014 -0.6 -0.1 0.0
C 0.891416 2.308976 0.049733 1.3 0.2 -1.2
O 0.980564 2.756537 1.418275 1.4 1.8 -0.5
C 1.888216 3.895792 1.548311 2.9 3.6 0.0
C 2.279616 4.837269 0.317179 1.3 0.7 2.3
C 3.302868 6.052176 0.433111 -0.2 -0.7 2.7
C 3.706347 6.953809 -0.860582 0.6 -1.7 0.1
C 3.998062 6.415968 1.795415 -3.2 -4.0 0.2
C 3.593061 5.511331 3.055772 -1.1 -0.3 -3.9
C 2.564379 4.290531 2.947937 1.1 1.6 -1.5
C 2.256797 3.496431 4.311917 -0.4 0.1 0.6
C 2.465433 4.401549 5.663144 0.1 0.8 -0.8
C 3.188659 2.192230 4.497078 0.9 0.4 0.0
C -1.236501 0.568131 0.319608 -0.8 1.9 0.2
C -2.266131 1.668791 -0.382947 -0.9 -0.1 -0.4
C -2.204981 3.179084 0.120127 -1.2 1.4 0.0
C -3.619957 3.768867 0.727952 0.5 0.1 1.1
Cl -1.974072 4.244521 -1.417988 0.4 -0.7 0.7
P -1.627719 0.972418 2.130674 0.8 1.8 -0.3
C -0.416327 0.626867 3.455730 1.5 -0.3 2.6
C -3.438981 1.006891 2.582714 -2.0 -1.1 1.1
N -1.757146 -0.819995 -0.140296 -1.4 0.3 -1.0
C -2.039753 -1.834755 0.923447 -1.5 -2.9 1.1
C -0.953090 -2.366445 1.919468 0.3 -0.7 4.2
N -1.316967 -2.496718 3.212563 0.9 0.8 -4.3
H -2.155739 -6.065912 -2.041419 1.7 1.7 1.3
H 0.579585 -2.602109 -2.224151 -1.7 0.4 1.6
H 0.455186 -2.665093 -0.408954 -1.0 0.5 -1.4
H -1.829835 -2.353926 -3.382063 -0.7 1.1 1.7
H -2.723259 -0.765266 -3.127054 0.8 -1.5 1.3
H -4.422322 -1.770107 -1.569853 1.4 -1.1 -0.7
H -3.519921 -3.400720 -1.400273 0.3 1.5 -1.0
H -4.963821 -2.213789 -3.995889 0.7 -1.3 1.1
H -3.557695 -3.404738 -4.134833 -1.5 0.7 1.1
H -6.274649 -4.278015 -3.786538 1.6 -0.1 1.4
H -5.621620 -4.391118 -2.012556 0.4 0.0 -1.9
H -5.373428 -6.348913 -4.246342 1.4 1.0 1.2
H -4.427118 -6.437816 -2.656013 0.0 1.2 -1.7
H -3.670364 -5.622279 -4.234626 -1.3 -0.1 1.2
H -1.042009 0.508675 -2.876440 0.9 -1.3 1.3
H 0.256980 -0.725561 -3.163804 -1.1 0.6 1.9
H 0.417682 3.097700 -0.640224 0.1 -1.3 1.1
H 1.996642 2.209240 -0.324996 -2.1 0.0 0.4
H 1.833921 4.688640 -0.749012 0.8 0.2 2.3
H 4.125645 7.985959 -0.581392 -1.0 -1.6 -0.3
H 4.587512 6.378331 -1.368673 -1.5 1.1 0.8
H 2.869602 7.001133 -1.647538 1.2 0.1 1.4
H 4.770574 7.263366 1.948649 -1.6 -1.6 -0.5
H 4.125580 5.801585 4.044064 -1.3 -0.9 -1.8
H 1.112104 3.261191 4.299960 2.1 0.1 -0.1
H 3.588984 4.465595 5.964253 -2.0 -0.2 -0.6
H 1.865866 4.010638 6.563207 0.9 0.4 -1.5
H 2.097541 5.475947 5.407892 0.6 -1.8 0.7
H 2.951357 1.582777 5.461523 0.1 1.0 -1.9
H 3.242638 1.533206 3.552777 -0.4 0.9 1.6
H 4.274910 2.590952 4.662033 -1.9 -0.7 -0.4
H -2.191174 1.670970 -1.528050 0.1 -0.1 1.7
H -3.383295 1.383501 -0.163947 2.1 0.0 -0.3
H -1.401831 3.486493 0.863219 -0.8 -0.9 -1.3
H -4.418455 2.957605 0.875380 1.2 1.2 -0.5
H -3.384753 4.185410 1.794081 -0.4 -0.7 -1.9
H -4.026372 4.652101 0.111213 0.7 -1.7 0.9
H 0.218298 -0.330876 3.443014 -1.3 1.4 -0.2
H 0.349548 1.501450 3.574992 -1.6 -1.5 -0.6
H -0.970073 0.604240 4.487979 0.6 0.0 -2.0
H -3.830745 2.032421 2.979641 1.1 -1.7 -0.9
H -4.184343 0.673354 1.749884 1.5 0.5 1.3
H -3.620948 0.260682 3.460933 0.4 1.1 -1.5
H -2.749027 -0.592652 -0.430693 1.2 -0.1 0.3
H -2.440197 -2.780613 0.355609 0.9 1.7 0.8
H -2.979864 -1.516675 1.541452 2.1 -0.2 -1.0
H 0.125011 -2.743659 1.712309 -2.1 0.9 -0.7
H -0.528144 -2.882555 3.760797 -0.5 0.0 -0.5
O 2.513869 -3.503813 -0.291290 0.4 -0.6 -0.7
C 3.101682 -3.719816 -1.332879 0.2 0.0 0.4
O 3.361948 -4.981613 -1.716747 -0.6 0.0 0.4
C 3.860539 -5.350059 -3.014580 0.3 -0.1 -0.2
C 5.372893 -5.275162 -3.056484 0.1 0.1 0.1
C 3.636007 -2.585679 -2.163584 -0.5 0.3 -0.5
H 3.387268 -4.757153 -3.801265 0.0 0.1 0.1
H 3.547975 -6.384483 -3.179065 -0.1 0.2 0.3
H 5.729564 -4.256847 -2.886816 0.0 0.0 -0.1
H 5.748426 -5.616625 -4.023502 0.0 0.0 0.1
H 5.807921 -5.898079 -2.270321 -0.1 0.0 -0.1
H 4.623031 -2.302909 -1.794230 -0.1 0.0 0.0
H 2.957415 -1.733625 -2.062403 0.2 0.0 0.3
H 3.687270 -2.808022 -3.227334 0.3 -0.1 0.0
```
Positions in Å, forces in eV/Å.

Kohn-Sham gap: 7.58 eV
charge: +1
HOMO: -9.998 eV
DFT total energy: -2837.964898 a.u.
lowest unoccupied orbital energy: -0.089 Eh